Entry 1:
Here is a molecular structure, C37H57Br2N4RuSbSi3 from the OMol25 dataset. Energies are from ωB97M-V with the def2-TZVPD basis set.

Summary:
HOMO energy (spin up / spin down), eV: -15.825 / -16.638
Multiplicity: 6
Frontier orbital gap (spin up / spin down), Eh: 0.279 / 0.230
Lowest unoccupied orbital energy (spin up / spin down), eV: -8.2 / -10.4
Total charge: +3
Expectation value of S²: 8.760

Geometry as XYZ:
```
105
Properties=species:S:1:pos:R:3:forces:R:3:lowdin_charge:R:1
Ru 0.259402 -0.502684 0.568248 0.20 -0.34 -0.35 1.231
C -4.965055 1.109022 -4.121386 0.00 0.00 0.00 -0.022
C -3.585371 1.780734 -4.226213 -0.01 0.00 -0.01 -0.554
C -3.728791 3.297460 -4.012896 0.00 -0.01 0.00 -0.023
C -3.008954 1.525377 -5.618099 -0.01 0.00 0.00 -0.049
C -2.698105 1.224505 -3.128303 -0.01 -0.01 0.03 -0.107
C -3.057335 1.370555 -1.782090 0.03 0.00 -0.02 0.028
C -2.232676 0.880703 -0.800589 -0.03 0.09 -0.03 -0.136
N -1.083589 0.238662 -1.069993 0.02 -0.14 0.22 -0.042
C -0.721142 0.067862 -2.350473 0.03 0.00 -0.02 -0.184
C -1.501984 0.557061 -3.384461 0.01 0.00 -0.01 0.083
C 0.557711 -0.656738 -2.566069 -0.02 0.02 0.02 -0.189
C 0.984609 -1.027505 -3.828712 -0.01 0.00 0.00 0.078
C 2.191789 -1.698159 -4.014411 0.00 -0.01 0.02 -0.112
C 2.922289 -1.970256 -2.856441 0.00 0.01 0.00 0.030
C 2.438617 -1.586445 -1.627459 0.02 -0.01 -0.05 -0.096
N 1.274423 -0.941116 -1.461210 0.01 0.21 0.13 -0.006
C 2.705824 -2.122387 -5.377571 0.00 0.01 -0.01 -0.554
C 4.070158 -1.452357 -5.611906 0.00 0.00 0.00 -0.023
C 1.752371 -1.720781 -6.502130 0.01 0.00 0.01 -0.050
C 2.871202 -3.651388 -5.379772 0.00 0.01 0.00 -0.024
H -5.617019 1.508099 -4.897853 0.00 0.00 0.00 0.103
H -5.444075 1.300849 -3.160605 0.00 0.00 0.00 0.084
H -4.892610 0.029728 -4.264742 0.00 0.00 0.00 0.098
H -4.358425 3.711237 -4.799965 0.00 0.00 0.00 0.102
H -2.759948 3.797616 -4.059272 0.00 0.00 0.00 0.097
H -4.199422 3.536303 -3.058490 0.00 0.00 0.01 0.083
H -3.683296 1.942637 -6.364427 0.00 0.00 0.00 0.102
H -2.913111 0.458822 -5.832390 0.00 0.00 0.00 0.095
H -2.038852 2.007984 -5.754428 0.00 0.00 -0.01 0.095
H -3.970559 1.875349 -1.500360 0.00 0.00 0.00 0.129
H -2.480291 1.003621 0.247254 0.06 0.02 -0.12 0.062
H -1.178907 0.427019 -4.404434 0.00 0.01 0.00 0.107
H 0.368712 -0.800337 -4.683747 0.01 0.00 -0.01 0.106
H 3.871901 -2.484151 -2.903492 0.00 0.00 0.00 0.129
H 3.006157 -1.806158 -0.737470 -0.01 -0.01 0.00 0.085
H 3.986406 -0.364600 -5.596131 0.00 0.00 0.00 0.098
H 4.449964 -1.746816 -6.589791 0.00 0.00 0.00 0.102
H 4.809165 -1.753696 -4.868981 0.00 0.00 0.00 0.085
H 1.621551 -0.637987 -6.559940 0.00 0.00 0.00 0.094
H 0.774448 -2.196235 -6.399388 0.00 0.00 0.00 0.094
H 2.168581 -2.045137 -7.454731 0.00 0.00 0.00 0.101
H 3.582531 -3.987669 -4.624792 0.00 0.00 0.00 0.084
H 3.248689 -3.969708 -6.351088 0.00 0.00 0.00 0.102
H 1.917955 -4.153800 -5.207423 0.00 0.00 0.00 0.097
Br 4.668754 -4.828511 3.778172 -0.04 0.03 -0.03 0.916
C 3.540051 -3.665688 2.861628 0.08 0.00 0.02 -0.661
C 4.028191 -2.470740 2.343039 -0.05 -0.01 0.02 -0.064
C 3.141285 -1.647465 1.682863 0.06 0.01 0.02 -0.159
N 1.850339 -1.948092 1.512327 -0.18 0.07 -0.09 -0.023
C 1.374623 -3.103011 2.007785 0.21 0.02 0.01 -0.209
C 2.197373 -3.983510 2.691223 -0.07 -0.02 -0.01 -0.026
C -0.064089 -3.369711 1.758460 -0.16 0.02 -0.04 -0.203
C -0.696063 -4.531763 2.160628 0.09 0.00 0.02 -0.024
C -2.043662 -4.714261 1.869878 -0.11 -0.03 -0.02 -0.654
Br -2.915092 -6.265624 2.410218 0.03 0.04 -0.01 0.922
C -2.726699 -3.730400 1.161828 0.06 -0.02 0.02 -0.057
C -2.029878 -2.601357 0.793599 -0.01 -0.04 -0.01 -0.111
N -0.736043 -2.410120 1.090502 -0.17 0.00 0.07 -0.030
H 5.065899 -2.190021 2.453805 0.01 -0.01 -0.01 0.128
H 3.478114 -0.711026 1.253136 0.00 0.03 0.04 0.116
H 1.821158 -4.913973 3.088705 0.00 0.01 0.01 0.116
H -0.160768 -5.305246 2.689896 0.00 0.00 0.00 0.116
H -3.768602 -3.845099 0.900259 0.00 0.00 0.00 0.126
H -2.515990 -1.818428 0.223266 0.00 0.00 0.02 0.103
C 1.819653 4.055428 0.924871 0.00 0.01 0.03 -0.209
Si 0.205106 3.835609 1.815328 -0.02 -0.04 -0.02 0.341
C -1.263758 4.046989 0.694753 0.02 0.01 0.05 -0.210
C 0.069026 4.816857 3.384211 -0.01 0.02 -0.07 -0.193
Sb 0.187615 1.325733 2.617088 0.05 0.14 0.03 0.883
Si -2.091192 0.653807 3.756829 0.00 0.03 0.04 0.344
C -3.464187 0.601110 2.498776 -0.01 -0.02 0.04 -0.212
C -2.380797 2.036862 4.965380 -0.01 -0.05 -0.01 -0.196
C -1.791013 -1.002405 4.553343 -0.01 0.03 -0.03 -0.198
Si 2.021796 1.021426 4.479323 0.06 0.02 0.01 0.347
C 2.033416 -0.774996 4.976760 -0.02 0.05 -0.01 -0.191
C 1.513959 2.123858 5.884181 0.01 -0.04 -0.01 -0.190
C 3.620639 1.596165 3.718585 -0.05 0.00 0.04 -0.200
H 1.830066 5.056880 0.484586 0.03 0.00 0.00 0.055
H 1.954737 3.339056 0.113235 -0.03 0.00 -0.01 0.032
H 2.676430 3.985020 1.596160 -0.01 0.00 -0.01 0.027
H -1.331140 5.107631 0.434250 -0.02 0.00 -0.02 0.056
H -2.205156 3.770196 1.172612 0.00 0.00 0.01 0.031
H -1.155578 3.487548 -0.234693 0.00 -0.03 -0.03 0.020
H 0.041124 5.874558 3.103266 0.00 0.01 0.04 0.059
H 0.926074 4.677779 4.041465 0.04 0.00 0.00 0.026
H -0.840517 4.602157 3.945509 -0.01 0.00 -0.01 0.030
H -3.624212 1.574138 2.030909 -0.01 0.01 0.01 0.034
H -4.384044 0.350277 3.036051 -0.01 0.00 0.00 0.061
H -3.331228 -0.150628 1.720418 -0.02 -0.05 0.08 0.000
H -2.647209 2.963724 4.455169 0.00 0.00 0.00 0.038
H -1.533877 2.231918 5.622454 -0.03 -0.01 -0.02 0.019
H -3.229458 1.754884 5.596606 -0.01 0.02 0.01 0.060
H -1.333004 -1.728703 3.878168 -0.03 0.01 -0.02 0.010
H -2.751008 -1.408476 4.884061 0.00 -0.01 0.02 0.055
H -1.155669 -0.907027 5.433875 0.02 0.00 0.02 0.032
H 1.212033 -1.006061 5.654552 -0.02 0.02 0.03 0.034
H 2.965868 -0.969948 5.514757 -0.01 -0.02 0.01 0.059
H 1.979295 -1.461891 4.134025 0.03 -0.01 -0.01 -0.007
H 0.508363 1.934836 6.258753 0.03 -0.04 -0.01 0.023
H 1.604786 3.180890 5.637989 -0.01 0.02 0.01 0.030
H 2.206966 1.918397 6.706900 0.00 0.03 0.01 0.061
H 3.937777 1.007572 2.859927 0.01 -0.05 -0.04 0.015
H 4.399803 1.514922 4.482688 0.02 0.01 -0.02 0.058
H 3.574677 2.642857 3.414286 -0.02 -0.01 0.02 0.029
```
Forces are in eV/Å.

Entry 2:
Here is a molecular structure, C37H57MgOP3Si from the OMol25 dataset. Energies are from ωB97M-V with the def2-TZVPD basis set.

Summary:
HOMO energy, eV: -6.352
Multiplicity: 1
Frontier orbital gap, Eh: 0.261
Lowest unoccupied orbital energy, eV: 0.7

Geometry as XYZ:
```
100
Properties=species:S:1:pos:R:3:forces:R:3:lowdin_charge:R:1
Mg 0.944926 0.655460 0.208836 0.14 0.26 -0.14 0.307
C -0.054808 0.596498 4.877796 -0.01 0.04 -0.04 -0.111
C 1.246887 -0.093204 4.472292 0.00 -0.10 0.01 -0.557
C 2.411934 0.887616 4.606379 -0.02 0.04 -0.05 -0.114
P 1.095551 -0.719603 2.724779 -0.02 0.05 0.03 1.048
C 2.548253 -1.874334 2.533251 0.00 -0.06 0.04 -0.532
C 2.214349 -3.029800 1.591877 -0.01 -0.05 -0.03 -0.109
C 3.771138 -1.132426 1.989362 0.01 -0.01 0.00 -0.114
C -0.339124 -1.875287 2.859395 0.02 0.00 0.09 -0.383
C -0.556923 -2.591768 4.039586 0.00 0.00 0.00 -0.106
C -1.676496 -3.389800 4.197575 0.00 0.00 0.02 -0.080
C -2.610140 -3.473891 3.173649 -0.03 -0.02 -0.01 -0.081
C -2.387083 -2.791468 1.989933 -0.05 -0.03 -0.02 -0.102
C -1.247683 -2.006193 1.791389 0.03 0.06 0.00 -0.291
Si -0.816722 -1.182866 0.135291 -0.18 -0.06 -0.01 0.617
C -2.411402 -0.549524 -0.708866 0.05 -0.01 -0.03 -0.292
C -3.297110 -1.420756 -1.347461 -0.02 -0.05 -0.01 -0.097
C -4.345524 -0.962816 -2.130171 -0.01 -0.02 0.00 -0.080
C -4.522781 0.401581 -2.303150 -0.02 0.00 0.00 -0.081
C -3.657131 1.291109 -1.686419 -0.03 0.03 0.01 -0.095
C -2.607413 0.834507 -0.888497 0.00 0.04 -0.06 -0.387
P -1.369055 1.976368 -0.169010 0.01 0.05 0.04 1.033
C -1.632388 3.619047 -1.003980 -0.05 -0.01 0.02 -0.535
C -2.774122 4.522835 -0.532089 0.00 -0.03 0.01 -0.113
C -0.309386 4.393933 -0.995505 0.03 -0.02 0.00 -0.124
C -1.879122 2.102192 1.612456 -0.03 -0.05 0.03 -0.535
C -3.369400 2.230843 1.910522 -0.03 0.02 -0.03 -0.092
C -1.049790 3.176357 2.314834 0.02 0.05 0.05 -0.117
C -0.235287 -2.584871 -1.018049 0.08 0.01 -0.01 -0.303
C -0.530277 -3.930785 -0.789525 -0.03 0.00 0.04 -0.099
C 0.029685 -4.944755 -1.549685 -0.02 -0.06 0.01 -0.081
C 0.914209 -4.630790 -2.569312 0.02 -0.03 -0.03 -0.083
C 1.221484 -3.304014 -2.824223 0.00 0.01 -0.03 -0.097
C 0.658183 -2.276138 -2.067709 0.01 0.01 -0.01 -0.374
P 1.104097 -0.515787 -2.341007 0.13 -0.01 0.13 1.054
C -0.186393 0.080493 -3.533140 0.02 -0.01 -0.03 -0.524
C 0.075669 1.534180 -3.924161 0.01 0.04 0.00 -0.106
C -0.489993 -0.795613 -4.745005 0.04 -0.01 -0.04 -0.094
C 2.769877 -0.535269 -3.170825 -0.04 -0.03 -0.09 -0.531
C 3.500479 0.762178 -2.807542 0.03 0.02 0.00 -0.123
C 2.849773 -0.767930 -4.680612 -0.01 0.01 -0.01 -0.117
H 0.033609 0.992606 5.891810 -0.01 0.00 0.01 0.082
H -0.914043 -0.072643 4.845390 0.00 0.00 0.00 0.068
H -0.255734 1.437720 4.210838 0.01 -0.01 0.02 0.048
H 1.429155 -0.939692 5.142449 0.01 0.01 -0.01 0.093
H 2.370716 1.655365 3.828854 0.00 0.00 0.00 0.073
H 3.380379 0.397081 4.545022 0.06 -0.06 -0.04 0.061
H 2.359895 1.385232 5.577506 0.01 0.01 -0.01 0.077
H 2.773369 -2.284672 3.525321 0.01 0.03 -0.01 0.111
H 1.974934 -2.663299 0.590002 -0.01 0.01 -0.02 0.064
H 1.366896 -3.621964 1.934831 0.01 -0.01 0.01 0.073
H 3.080350 -3.689343 1.498194 0.00 0.00 0.01 0.083
H 3.543178 -0.662863 1.028383 0.00 -0.01 -0.01 0.063
H 4.590748 -1.838846 1.835466 0.00 0.01 0.00 0.079
H 4.129480 -0.344616 2.646441 -0.02 0.08 0.06 0.059
H 0.149489 -2.522735 4.857704 0.00 0.00 0.01 0.098
H -1.827007 -3.933569 5.121886 0.00 0.00 0.00 0.102
H -3.501076 -4.077695 3.296013 0.00 0.00 0.00 0.102
H -3.115946 -2.873362 1.190193 -0.01 0.00 0.00 0.094
H -3.136112 -2.490624 -1.261053 -0.01 0.00 -0.01 0.096
H -5.009512 -1.665971 -2.617917 0.00 0.00 0.00 0.102
H -5.327900 0.775454 -2.923449 0.00 0.00 0.00 0.102
H -3.803085 2.349799 -1.850693 0.00 0.03 0.01 0.085
H -1.833006 3.323844 -2.040233 0.03 -0.01 -0.01 0.090
H -2.577896 4.910133 0.467950 -0.01 0.01 -0.01 0.063
H -3.741066 4.022237 -0.505067 0.01 -0.03 -0.03 0.060
H -2.859011 5.385112 -1.198047 0.00 -0.01 -0.02 0.081
H -0.069397 4.752481 0.006548 0.01 0.00 0.03 0.071
H -0.382055 5.265068 -1.650471 0.01 0.00 0.00 0.080
H 0.529076 3.775696 -1.322201 -0.02 0.02 0.01 0.054
H -1.555347 1.123849 1.998822 0.00 0.02 -0.01 0.076
H -3.755447 3.217895 1.653764 0.02 -0.02 0.00 0.063
H -3.543543 2.076969 2.978361 0.01 0.00 0.01 0.081
H -3.949798 1.485204 1.366443 -0.01 -0.01 0.00 0.072
H -1.299983 4.174572 1.953829 0.01 -0.01 -0.01 0.059
H 0.022914 3.025102 2.165800 0.00 0.00 0.00 0.072
H -1.253577 3.168058 3.387838 0.01 -0.01 -0.01 0.073
H -1.195820 -4.194361 0.025206 0.00 -0.01 0.01 0.092
H -0.214041 -5.979015 -1.338286 0.00 0.00 -0.01 0.102
H 1.366328 -5.414655 -3.164113 0.01 0.00 0.00 0.102
H 1.917977 -3.078131 -3.619480 0.02 0.00 0.00 0.083
H -1.076055 0.069029 -2.899822 -0.09 -0.01 0.07 0.075
H 0.934508 1.625741 -4.592059 -0.01 -0.01 0.00 0.064
H 0.270641 2.155114 -3.046493 -0.01 0.00 0.00 0.052
H -0.791978 1.942603 -4.448721 0.00 0.00 0.01 0.083
H 0.311130 -0.768154 -5.484563 -0.05 0.00 0.04 0.059
H -1.400020 -0.436682 -5.232642 -0.01 0.00 0.01 0.080
H -0.655398 -1.833222 -4.456232 -0.01 -0.03 0.01 0.071
H 3.275419 -1.362975 -2.659655 0.02 0.02 0.00 0.104
H 3.035814 1.621534 -3.298419 0.00 -0.01 0.01 0.074
H 4.539013 0.713477 -3.144401 0.00 0.00 0.00 0.080
H 3.481993 0.955202 -1.734340 0.00 0.00 0.01 0.043
H 2.398022 0.062762 -5.224794 0.01 0.00 0.00 0.064
H 2.357953 -1.681729 -5.009537 0.01 0.01 0.00 0.055
H 3.896933 -0.820162 -4.989074 0.01 -0.01 0.02 0.080
C 3.319868 2.758637 0.582595 0.05 0.04 0.03 -0.291
O 2.318878 1.838992 0.396643 -0.07 -0.10 -0.03 -0.469
H 4.266668 2.454526 0.104777 -0.02 0.00 0.00 0.062
H 3.551830 2.921081 1.648926 0.00 -0.01 -0.02 0.060
H 3.065753 3.747279 0.164739 0.00 -0.02 0.01 0.063
```
Forces are in eV/Å.

Here are the calculated E_tot numbers, same order: -218071.826; -82533.118 (eV).
Here are the calculated relative energy (zero: lowest compared OMol25 entry of this formula, charge and spin) numbers, same order: 1.7; 1.0 (kcal per mole).